1.
63
Properties=species:S:1:pos:R:3:forces:R:3:nbo_charge:R:1 method="wB97M-V/def2-TZVPD" mol_weight_g_mol=839.7 energy_ha=-5290.347738 spin_multiplicity=1 fmax_ev_per_a=0.2 charge=+2
Pt 0.857753 -1.009138 0.663831 0.02 -0.02 0.02 1.391
S -0.352639 -1.274208 4.869925 -0.04 0.16 0.01 0.566
C 1.306000 -0.877105 4.874410 0.05 -0.15 -0.01 -0.361
C 1.838884 -0.754617 3.619723 -0.06 0.12 0.03 -0.306
C 0.835525 -0.953210 2.649116 0.01 0.03 -0.02 -0.072
C -0.402974 -1.223556 3.161858 0.04 -0.07 -0.01 -0.344
C -1.514669 -1.405869 2.250725 0.00 -0.03 0.02 0.209
C -2.834212 -1.660698 2.570400 -0.01 0.00 0.01 -0.216
C -3.768932 -1.759259 1.551683 0.00 0.00 0.00 -0.089
C -3.377105 -1.585166 0.233773 0.02 -0.01 0.00 -0.216
C -2.047526 -1.346325 -0.037352 0.01 -0.05 -0.02 0.092
N -1.143849 -1.274219 0.949637 0.00 0.11 -0.02 -0.453
H 1.823586 -0.776353 5.815471 0.00 -0.03 0.00 0.268
H 2.878132 -0.529794 3.433729 0.00 0.01 -0.01 0.239
H -3.119620 -1.778122 3.606676 0.00 0.00 0.00 0.249
H -4.804942 -1.959355 1.789198 0.00 0.00 0.00 0.249
H -4.082291 -1.623241 -0.582041 0.00 0.00 0.00 0.263
H -1.681569 -1.211678 -1.045035 0.00 0.01 0.00 0.251
Se 5.651698 4.803920 -0.009513 0.02 0.02 0.06 1.075
N 5.888586 3.052100 0.102796 0.00 -0.02 -0.05 -0.578
C 4.703811 2.512141 0.224005 0.00 -0.01 0.00 0.079
C 4.484750 1.075319 0.332017 -0.02 0.01 0.00 -0.050
C 5.496620 0.111456 0.338179 0.01 0.00 0.00 -0.066
C 5.160253 -1.222552 0.455040 0.00 -0.01 0.00 -0.224
C 3.822486 -1.589912 0.548436 0.02 0.03 -0.02 0.085
N 2.861307 -0.670784 0.527740 -0.04 -0.08 0.02 -0.424
C 3.171022 0.639984 0.439375 -0.01 0.01 0.00 0.162
C 2.053492 1.559902 0.483496 0.03 0.03 -0.01 0.229
N 0.824374 1.006495 0.633280 -0.04 -0.12 0.01 -0.414
C -0.254826 1.777594 0.684376 0.00 0.05 0.02 0.098
C -0.149556 3.161865 0.573277 0.00 -0.01 0.00 -0.208
C 1.088421 3.745726 0.431390 -0.03 0.01 -0.01 -0.073
C 2.226432 2.930533 0.386719 0.02 -0.04 0.01 -0.086
C 3.591608 3.423929 0.244098 0.00 0.00 0.05 0.170
N 3.889863 4.693071 0.142773 -0.02 0.00 -0.07 -0.601
H 6.528880 0.427009 0.258125 0.00 0.00 0.00 0.268
H 5.920239 -1.990188 0.476978 0.00 0.00 0.00 0.262
H 3.504049 -2.619045 0.648125 0.00 0.01 0.02 0.247
H -1.221542 1.308825 0.804611 -0.01 -0.02 -0.01 0.261
H -1.064469 3.736560 0.589182 0.01 0.02 0.00 0.271
H 1.204421 4.818479 0.348807 0.00 0.00 0.00 0.265
C -6.613290 3.988634 0.452527 -0.03 -0.02 -0.01 -0.422
N -5.304214 3.344345 0.374866 0.04 0.05 0.04 -0.586
C -4.620490 2.962129 -0.710952 0.06 0.01 -0.05 0.366
S -3.395314 1.777746 -0.564017 -0.01 0.03 0.08 -0.472
N -4.871629 3.483296 -1.914467 -0.07 -0.07 -0.04 -0.579
C -5.620912 4.684885 -2.268904 0.02 0.03 0.01 -0.422
H -7.035490 3.753204 1.425728 0.00 0.00 0.00 0.228
H -7.287359 3.594380 -0.304631 0.00 -0.01 -0.01 0.212
H -6.553312 5.070905 0.363284 0.00 0.00 -0.01 0.210
H -4.973101 2.894905 1.211146 -0.02 -0.01 0.00 0.416
H -4.332544 3.050265 -2.645474 0.01 0.01 0.00 0.422
H -5.421606 5.488357 -1.563551 0.00 0.00 0.01 0.209
H -6.692414 4.508050 -2.331763 0.00 0.00 0.01 0.212
H -5.273627 5.008404 -3.246363 0.00 0.00 0.00 0.230
C 1.959220 -4.019656 -1.838009 0.00 -0.01 0.00 -0.888
S 0.670575 -3.119775 -1.065408 0.08 -0.15 0.13 2.362
O 1.038075 -3.039161 0.436297 -0.03 0.12 -0.11 -0.914
O -0.572972 -3.761470 -1.302104 0.01 0.02 -0.04 -0.878
O 0.773653 -1.683895 -1.468792 -0.05 0.06 -0.03 -0.988
H 1.961771 -5.020121 -1.408798 0.00 0.00 0.00 0.281
H 2.907108 -3.512235 -1.680979 0.00 0.00 0.00 0.247
H 1.718302 -4.069508 -2.898774 -0.01 0.01 0.00 0.285

=====

2.
32
Properties=species:S:1:pos:R:3:forces:R:3:nbo_charge:R:1 method="wB97M-V/def2-TZVPD" mol_weight_g_mol=142.3 smiles=C1CCCC1.CCCCC energy_ha=-394.051284 spin_multiplicity=1 fmax_ev_per_a=5.5
C -1.070618 2.646565 -0.258288 -0.91 -1.07 2.93 -0.628
C -2.195806 1.480394 0.101973 -0.55 2.05 0.83 -0.389
C -1.715167 0.048613 -0.064419 3.12 1.00 1.29 -0.431
C -2.549467 -1.197428 0.205345 -2.25 1.32 3.22 -0.430
C -1.935066 -2.385170 -0.373587 0.89 -4.21 -3.39 -0.611
C 1.643184 -0.285956 1.251568 -2.14 -0.92 -1.76 -0.393
C 2.289641 -1.384216 0.382574 -0.61 -0.85 0.23 -0.412
C 2.569106 -0.655315 -0.995667 -0.84 -0.36 -0.52 -0.429
C 1.976129 0.771095 -0.935258 0.76 0.23 2.92 -0.412
C 2.129144 0.995267 0.619223 -0.92 -0.37 0.25 -0.406
H -0.483717 2.448726 0.854988 -0.89 1.53 -3.57 0.204
H -0.368996 2.585063 -1.167661 -1.36 -0.17 1.48 0.216
H -1.720851 3.614148 -0.269721 1.74 -1.47 0.18 0.222
H -3.193331 1.674495 -0.306594 0.26 -0.08 -0.90 0.194
H -2.448612 1.833529 1.192657 0.71 -1.37 -1.52 0.192
H -1.289737 -0.152982 -1.052768 -0.36 0.62 -0.43 0.202
H -0.650394 0.158554 0.521274 -3.02 -1.02 -1.08 0.201
H -3.686574 -1.013484 -0.142844 2.57 -0.55 0.59 0.213
H -2.636785 -1.559391 1.324588 -0.01 1.79 -1.58 0.199
H -0.652705 -2.481241 -0.415188 -3.94 0.55 0.20 0.218
H -2.365103 -3.305393 0.193259 1.16 1.27 -1.09 0.215
H -2.408765 -2.532211 -1.497559 1.82 0.22 2.42 0.203
H 0.517051 -0.357252 1.124277 1.59 -0.08 0.01 0.183
H 1.683244 -0.324617 2.314063 0.99 -0.23 0.93 0.212
H 1.554945 -2.260962 0.281810 1.19 1.13 -0.11 0.204
H 3.171174 -1.782794 0.926343 -0.18 0.22 -0.77 0.211
H 2.138378 -1.159153 -1.830879 -1.00 -0.88 -0.40 0.212
H 3.575499 -0.651419 -1.405130 0.63 0.33 0.98 0.217
H 0.938944 1.004664 -1.160571 -0.18 -1.01 -0.30 0.206
H 2.538541 1.491021 -1.488693 0.63 0.39 -0.40 0.210
H 1.495605 1.716487 1.117871 0.41 1.14 -0.45 0.208
H 3.151116 1.020374 0.953018 0.72 0.85 -0.22 0.197

=====

3.
17
Properties=species:S:1:pos:R:3:forces:R:3:nbo_charge:R:1 method="wB97M-V/def2-TZVPD" mol_weight_g_mol=124.1 smiles="C=C(O)CF.CP" energy_ha=-674.766621 spin_multiplicity=1 fmax_ev_per_a=5.0
C 1.419165 -1.211308 -2.261397 -3.97 1.67 2.47 -0.496
C -0.832551 -0.125822 -1.801650 -1.22 1.56 -1.04 -0.022
C -0.212407 0.404125 2.594983 0.47 1.16 0.52 -0.907
C 0.343212 -0.929872 -1.439368 3.16 -1.94 0.26 0.291
O 0.354066 -1.495703 -0.159271 -2.01 0.41 -0.28 -0.687
F -1.865605 -0.251462 -0.914903 -0.90 -0.70 1.75 -0.372
P 0.181235 1.600521 1.279860 -2.47 -1.05 -1.77 0.318
H -0.542850 0.775382 3.553619 -0.97 0.40 -0.10 0.230
H 1.459355 -0.718172 -3.170070 0.05 0.74 -1.81 0.194
H 2.297641 -1.554376 -1.850276 1.61 -1.26 0.80 0.211
H -1.276282 -0.532333 -2.689218 0.26 0.01 -1.07 0.189
H -0.782529 0.991230 -1.886345 1.07 -1.00 -0.17 0.202
H 0.700097 0.001259 2.912403 1.56 -1.27 -0.08 0.232
H -0.818907 -0.326387 2.136493 -0.83 -0.96 0.02 0.219
H -0.596458 -1.572158 0.191425 1.97 0.40 -0.92 0.489
H 0.989702 2.408835 1.878798 2.67 1.81 1.81 -0.054
H -0.816882 2.536240 1.624917 -0.44 0.00 -0.39 -0.035

=====

Repeat the third record exactly.
17
Properties=species:S:1:pos:R:3:forces:R:3:nbo_charge:R:1 method="wB97M-V/def2-TZVPD" mol_weight_g_mol=124.1 smiles="C=C(O)CF.CP" energy_ha=-674.766621 spin_multiplicity=1 fmax_ev_per_a=5.0
C 1.419165 -1.211308 -2.261397 -3.97 1.67 2.47 -0.496
C -0.832551 -0.125822 -1.801650 -1.22 1.56 -1.04 -0.022
C -0.212407 0.404125 2.594983 0.47 1.16 0.52 -0.907
C 0.343212 -0.929872 -1.439368 3.16 -1.94 0.26 0.291
O 0.354066 -1.495703 -0.159271 -2.01 0.41 -0.28 -0.687
F -1.865605 -0.251462 -0.914903 -0.90 -0.70 1.75 -0.372
P 0.181235 1.600521 1.279860 -2.47 -1.05 -1.77 0.318
H -0.542850 0.775382 3.553619 -0.97 0.40 -0.10 0.230
H 1.459355 -0.718172 -3.170070 0.05 0.74 -1.81 0.194
H 2.297641 -1.554376 -1.850276 1.61 -1.26 0.80 0.211
H -1.276282 -0.532333 -2.689218 0.26 0.01 -1.07 0.189
H -0.782529 0.991230 -1.886345 1.07 -1.00 -0.17 0.202
H 0.700097 0.001259 2.912403 1.56 -1.27 -0.08 0.232
H -0.818907 -0.326387 2.136493 -0.83 -0.96 0.02 0.219
H -0.596458 -1.572158 0.191425 1.97 0.40 -0.92 0.489
H 0.989702 2.408835 1.878798 2.67 1.81 1.81 -0.054
H -0.816882 2.536240 1.624917 -0.44 0.00 -0.39 -0.035